{
  "formula": "C8H22ClSiTmV",
  "method": "ωB97M-V/def2-TZVPD",
  "multiplicity": 5,
  "charge": -1,
  "largest_force_ev_per_a": 3.3,
  "homo_ev": [-2.86, -3.55],
  "homo_lumo_gap_ev": [4.9, 5.6],
  "e_lumo_ev": [2.04, 2.05],
  "e_tot_ev": -84267.7168,
  "de_lowest_kcal_mol": 0.0,
  "s2": 6.020,
  "species": ["V", "Cl", "C", "C", "H", "H", "H", "H", "H", "H", "Tm", "C", "C", "H", "H", "H", "H", "H", "C", "Si", "C", "C", "C", "H", "H", "H", "H", "H", "H", "H", "H", "H", "H", "H"],
  "xyz": [[-1.01426, -1.70635, -1.82810], [0.43769, -1.23319, -3.35061], [-2.52871, -0.50386, -1.98855], [-1.80627, -3.41185, -2.30350], [-3.43128, -1.05387, -2.29213], [-2.71915, 0.01865, -1.04152], [-2.30405, 0.25410, -2.75350], [-2.89371, -3.34152, -2.44779], [-1.60064, -4.15115, -1.51330], [-1.34342, -3.77611, -3.23332], [0.13116, 0.20303, 1.43074], [2.37974, 0.46586, 1.10236], [-0.31684, -1.79526, 0.24793], [2.87026, -0.18661, 1.84679], [2.57603, 0.01256, 0.11558], [2.87405, 1.44084, 1.13070], [0.56991, -2.46518, 0.18378], [-1.11629, -2.39185, 0.74417], [-0.09797, 2.19962, 3.07169], [-0.31693, 3.11939, 1.39699], [-1.72995, 4.32891, 1.58353], [1.23816, 4.11202, 1.07872], [-0.64099, 1.85922, 0.06413], [0.33340, 2.99711, 3.69127], [0.66377, 1.36476, 3.19530], [-1.05329, 1.89539, 3.52504], [-1.39286, 5.25581, 2.06872], [-2.13754, 4.58684, 0.59705], [-2.54228, 3.90370, 2.18748], [2.11851, 3.47725, 0.92129], [1.09171, 4.72773, 0.18036], [1.43909, 4.77974, 1.92843], [-1.69463, 1.86286, -0.26329], [-0.05033, 2.03608, -0.85330]],
  "atomic_forces_ev_per_a": [[1.5, 0.1, 2.9], [1.6, 0.6, -1.5], [-1.7, 1.5, -0.2], [-0.7, -2.2, -0.5], [0.0, 0.2, 0.0], [-0.2, 0.0, -0.1], [-0.2, 0.1, 0.1], [0.1, -0.2, 0.0], [-0.1, 0.0, -0.1], [-0.2, -0.1, 0.0], [-0.5, -2.3, -2.3], [0.4, -0.1, 0.2], [0.1, 0.5, 0.6], [0.2, 0.1, -0.1], [-0.1, 0.1, 0.2], [0.1, 0.0, 0.0], [-0.2, 0.1, 0.0], [0.0, 0.0, -0.2], [0.7, -0.1, 0.9], [-0.1, -0.2, -2.1], [-0.2, 0.3, 0.6], [0.2, 0.1, 0.3], [-0.2, 1.0, 0.1], [-0.2, -0.2, 0.2], [-0.5, 1.2, 0.3], [0.2, 0.0, 0.0], [-0.2, -0.1, 0.0], [0.2, -0.1, 0.2], [0.0, 0.1, -0.1], [-0.2, 0.1, 0.0], [0.0, -0.1, 0.2], [0.1, 0.0, -0.2], [0.2, -0.1, 0.3], [0.0, -0.2, 0.4]],
  "lowdin_charge": [0.210, -0.045, -0.308, -0.313, -0.023, -0.038, -0.017, -0.024, -0.018, -0.027, 1.155, -0.313, -0.498, -0.042, -0.017, -0.055, -0.096, -0.112, -0.246, 0.347, -0.190, -0.185, -0.397, 0.047, 0.003, 0.041, 0.025, 0.037, 0.027, 0.014, 0.038, 0.026, -0.017, 0.013]
}